No. 1
The following is a quantum chemistry calculation of an isolated ion of composition C3H9N3 and charge +1, from OMol25.

Last column: Löwdin spin population.
Atoms and positions in Å:
N: 0.6810 -0.8979 -2.3234  0.649
N: 0.5987 -0.0624 -0.1907  0.195
N: -0.9782 0.6934 -1.6849  0.075
C: 0.4834 0.1859 2.2748  0.002
C: -0.3135 -0.1886 1.0242  0.014
C: 0.0696 -0.1443 -1.4077  0.035
H: 1.4389 -0.6152 -0.0367  0.002
H: -1.1152 0.5205 0.8589  0.000
H: 0.9992 -0.6684 2.6965  0.000
H: 1.0979 1.0399 2.0604  0.000
H: -0.6124 -1.2284 1.0299  0.008
H: 0.0423 -1.0872 -3.1016  0.020
H: -1.5181 0.4244 -2.4990  0.000
H: -0.6331 1.6471 -1.7678  -0.002
H: -0.2403 0.3811 3.0671  0.000

The HOMO energy (alpha / beta) comes out at -15.975 / -15.369 eV. As for the expectation value of S²: 0.77. The orbital gap (alpha / beta) comes out at 11.97 / 7.50 eV. Its multiplicity is 2. Its lowest unoccupied orbital energy (alpha / beta) is -0.147 / -0.289 Ha. For the energy above the lowest of the compared OMol25 structures with the same formula, charge and spin, the calculation gives 9.7 kcal/mol. Its net charge is +1.

=====

No. 2
The following is a quantum chemistry calculation of C2H5Cl2P as an isolated structure, from OMol25.

Last column: Löwdin charge in e.
Atoms and positions in Å:
Cl: 3.0573 0.1922 -0.6198  -0.211
Cl: -1.4970 -1.3722 -0.3927  0.527
P: 1.0568 -1.0215 0.6633  0.827
C: -0.7827 0.9219 0.4523  -0.276
C: -0.1768 -0.1368 -0.4600  -0.999
H: -0.0661 0.0575 -1.5494  0.081
H: 1.1367 -2.0686 -0.2459  -0.135
H: -1.8909 0.7732 0.5767  0.054
H: -0.4600 1.8830 0.0542  0.072
H: -0.3772 0.7712 1.5212  0.060

The HOMO energy comes out at -10.313 eV. The orbital gap comes out at 8.64 eV. Its multiplicity is 1. Its lowest unoccupied orbital energy is -0.061 Ha. For the energy above the lowest of the compared OMol25 structures with the same formula, charge and spin, the calculation gives 37.0 kcal/mol. Its net charge is 0.

=====

No. 3
The following is a quantum chemistry calculation of an isolated molecule of C3H5NO, from OMol25.

Last column: Löwdin charge in e.
Atoms and positions in Å:
O: 0.6353 -0.7853 -0.5422  -0.152
N: -0.6309 0.5305 0.9108  0.030
C: -0.6973 -0.7427 -0.3209  -0.133
C: 0.4680 1.1862 0.8286  -0.061
C: 1.1637 0.5184 -0.3776  -0.229
H: 0.9401 1.1428 -1.2555  0.115
H: -1.3548 0.1268 1.4429  0.093
H: -1.3078 -0.2646 -1.1048  0.106
H: 2.2437 0.4074 -0.2691  0.112
H: -1.0674 -1.7716 -0.1051  0.121

The HOMO energy comes out at -8.501 eV. The orbital gap comes out at 9.40 eV. Its multiplicity is 1. Its lowest unoccupied orbital energy is 0.033 Ha. For the energy above the lowest of the compared OMol25 structures with the same formula, charge and spin, the calculation gives 85.3 kcal/mol. Its net charge is 0.

=====

No. 4
The following is a quantum chemistry calculation of an isolated molecule of C4H11NO2, from OMol25.

Last column: Löwdin charge in e.
Atoms and positions in Å:
O: -1.2728 2.9929 0.5846  -0.072
O: 0.4150 -2.3044 -2.0555  -0.063
N: 0.0720 1.0806 0.9623  -0.055
C: 0.2787 -0.3943 1.0699  -0.177
C: -1.1860 1.6106 0.4950  -0.351
C: 1.0651 -0.8941 -0.1643  -0.179
C: 0.7618 -2.2383 -0.7353  -0.352
H: 0.8374 -0.2505 -1.0324  0.107
H: 2.1100 -0.8145 -0.1863  0.094
H: 0.3464 1.6172 1.7702  0.105
H: -2.1545 1.4821 1.0818  0.139
H: -0.8696 3.5414 -0.0929  0.087
H: 0.4578 -1.4388 -2.5165  0.101
H: 0.8506 -0.5764 1.9887  0.111
H: 1.5745 -2.9949 -0.4631  0.130
H: -0.1356 -2.6912 -0.1923  0.123
H: -0.7338 -0.8943 1.2370  0.132
H: -1.4432 1.4435 -0.5552  0.119

The HOMO energy comes out at -9.010 eV. Its SMILES is OCCCNCO. The orbital gap comes out at 9.92 eV. Its multiplicity is 1. Its lowest unoccupied orbital energy is 0.033 Ha. For the energy above the lowest of the compared OMol25 structures with the same formula, charge and spin, the calculation gives 64.3 kcal/mol. Its net charge is 0.

=====

No. 5
The following is a quantum chemistry calculation of a 3-piece molecular cluster, C16H38O4PS2 overall, from OMol25.

Last column: Löwdin charge in e.
Atoms and positions in Å:
S: 1.6383 -1.7154 -2.5591  0.663
S: 4.1220 3.6579 -0.6626  0.665
P: -6.1003 -1.8943 2.0603  0.144
O: 2.8180 3.1721 -0.2982  -0.310
O: 2.4941 -2.4928 -3.4231  -0.335
O: 0.3317 -2.1911 -2.1893  -0.313
O: 4.9894 2.8938 -1.5219  -0.319
C: 3.9369 5.3200 -1.3023  -0.228
C: -4.5233 -2.5591 -0.3808  -0.286
C: 4.9939 4.1187 0.8426  -0.215
C: 5.1838 5.6391 0.7736  -0.214
C: 2.7228 0.2617 -1.1117  -0.219
C: -3.7666 -1.2226 -0.3153  -0.234
C: -5.9083 -2.5904 0.2784  -0.456
C: -0.4130 -1.5975 1.7125  -0.225
C: 4.0301 6.2071 -0.0652  -0.220
C: 0.0342 -2.9867 1.2518  -0.276
C: -0.9000 -4.1225 1.7047  -0.095
C: 1.5710 0.8308 -1.9542  -0.219
C: 2.5169 -1.2609 -1.0604  -0.205
C: -1.8671 -1.2441 1.3825  -0.224
C: 1.4682 -0.0533 -3.1935  -0.226
C: -2.2560 -1.3868 -0.0827  -0.217
H: 0.2655 -0.8357 1.3090  0.089
H: 6.1347 5.8710 0.2901  0.115
H: 3.4500 -1.8186 -1.0312  0.102
H: -4.1993 -0.5761 0.4490  0.063
H: -7.5837 -1.9359 1.8730  -0.089
H: -2.0252 -0.2060 1.6928  0.113
H: 5.2092 6.0729 1.7719  0.113
H: 1.0510 -3.1821 1.6050  0.094
H: -0.3294 -4.9518 2.1270  0.059
H: -6.0901 -0.4974 1.5089  -0.080
H: 2.2937 0.1198 -3.8841  0.105
H: -0.3102 -1.5645 2.8044  0.105
H: -1.6774 -0.6619 -0.6666  0.095
H: 2.9878 5.3866 -1.8287  0.109
H: -3.8836 -0.6992 -1.2698  0.095
H: 3.0969 6.1545 0.4991  0.121
H: 0.6379 0.7833 -1.3881  0.118
H: -6.1284 -3.2731 2.6293  -0.095
H: 1.7451 1.8687 -2.2246  0.097
H: 0.5168 0.0219 -3.7152  0.107
H: -1.6278 -3.7968 2.4462  0.071
H: 5.9330 3.5726 0.8736  0.102
H: 4.7632 5.4982 -1.9901  0.107
H: -1.9548 -2.3714 -0.4529  0.091
H: -1.4537 -4.5318 0.8594  0.067
H: 0.0802 -2.9873 0.1608  0.066
H: 1.8847 -1.5572 -0.2248  0.073
H: 4.1996 7.2480 -0.3362  0.114
H: 2.7434 0.6893 -0.1147  0.099
H: -6.2119 -3.6430 0.3532  0.039
H: 3.6751 0.4911 -1.5929  0.104
H: -3.9099 -3.3731 0.0188  0.088
H: -6.6469 -2.0875 -0.3574  0.045
H: -4.6609 -2.7919 -1.4450  0.087
H: -6.2892 -1.3366 3.4203  -0.121
H: -4.6343 -1.8638 2.2550  -0.081
H: 4.3639 3.8216 1.6784  0.106
H: -2.5320 -1.8407 2.0110  0.074

The HOMO energy comes out at -2.736 eV. The orbital gap comes out at 4.28 eV. Its multiplicity is 1. Its lowest unoccupied orbital energy is 0.057 Ha. Its net charge is -1.

=====

No. 6
The following is a quantum chemistry calculation of a 13-piece molecular cluster, C4H34N2O13 overall, from OMol25.

Last column: Löwdin charge in e.
Atoms and positions in Å:
O: 2.7114 0.2724 3.4177  -0.068
O: -1.0004 -0.4625 0.7832  -0.001
O: -2.3123 -0.8916 -3.3231  -0.095
O: 2.4471 -1.0783 -3.5434  -0.080
O: -0.3237 -2.9162 2.4024  -0.052
O: 2.6856 2.9048 3.8311  -0.115
O: -3.6253 0.2495 2.0255  -0.046
O: -0.0879 -2.6393 -3.4432  -0.099
O: -4.1984 2.4585 -0.1979  -0.050
O: -4.0809 0.9378 -2.5014  -0.055
O: 3.9536 -1.8222 -1.4271  -0.047
O: 0.0067 0.1752 3.2989  -0.056
O: -1.3760 3.9614 1.7081  -0.075
N: 1.7614 -1.0422 0.6119  0.082
N: -1.0863 -2.0679 -0.8833  0.197
C: 1.9415 1.6439 -0.5895  -0.061
C: -0.5029 -1.1056 -0.1482  -0.516
C: 0.8708 0.6084 -1.1651  -0.145
C: 0.9170 -0.8069 -0.5991  -0.298
H: -4.6112 0.4108 -1.8998  0.054
H: 3.1205 -0.3734 3.9977  0.067
H: -1.1757 -2.4345 2.3192  0.040
H: 3.0359 -1.6789 -4.0140  0.054
H: -3.0951 0.5713 2.7511  0.037
H: -1.4394 3.8125 0.7352  0.048
H: -0.4855 -2.7261 -1.3829  0.100
H: -3.1882 -0.2472 1.3323  0.008
H: -2.6207 -0.1690 -2.7187  0.022
H: 0.9915 0.6013 -2.2189  0.089
H: 0.7637 -2.1842 -3.3715  -0.006
H: 2.8026 1.9708 3.5148  -0.019
H: 1.6127 2.6621 -0.5104  0.051
H: 4.8918 -1.6107 -1.5516  0.083
H: 1.7953 0.0216 3.1574  0.010
H: 1.3181 -1.4378 -1.3680  0.090
H: -0.0361 -2.7453 1.5057  -0.006
H: 2.2741 1.3879 0.4594  0.075
H: 1.8893 2.7033 4.3618  0.029
H: -0.4681 4.0687 1.9946  0.025
H: 2.8346 -1.2407 -2.6445  -0.001
H: 3.7668 -2.3902 -0.6582  0.077
H: -0.5366 -0.6185 3.1411  0.034
H: -4.4006 3.1592 0.4248  0.053
H: -0.4528 0.7889 2.7007  0.055
H: -4.0730 1.6387 0.2782  0.006
H: 2.6809 -0.7987 0.2789  0.050
H: -3.1820 -0.9624 -3.7591  0.055
H: 1.4507 -0.6141 1.4647  0.028
H: -2.0526 -2.4168 -0.7255  0.145
H: -0.8972 -2.0988 -3.6197  0.019
H: -0.0300 1.0508 -0.7497  0.095
H: -3.9942 1.8683 -2.2400  0.050
H: 2.8095 1.6521 -1.2430  0.061

The HOMO energy comes out at -9.658 eV. The orbital gap comes out at 9.65 eV. Its multiplicity is 1. Its lowest unoccupied orbital energy is 0.000 Ha. For the energy above the lowest of the compared OMol25 structures with the same formula, charge and spin, the calculation gives 71.1 kcal/mol. Its net charge is 0.